1.
9
Properties=species:S:1:pos:R:3:forces:R:3:lowdin_charge:R:1 method="wB97M-V/def2-TZVPD" mol_weight_g_mol=234.083 lumo_energy_ev=-0.2330
C -0.523428 -0.598540 1.596712 0.57 1.73 -2.05 -1.089
C 0.588943 0.055482 -1.670122 -2.85 -1.90 -0.08 -0.995
O -0.475059 -1.728728 1.803894 0.24 -2.82 0.41 0.040
S -0.969690 0.667519 2.696951 -0.36 -0.04 1.53 0.807
S -0.038065 0.443685 0.076292 0.55 1.61 -0.98 0.683
I 2.696183 -0.366613 -1.811211 -0.96 0.07 -0.09 0.689
H 0.239841 0.850304 -2.386751 0.88 -0.06 1.33 0.013
H -0.180198 -0.752791 -2.006504 2.19 0.54 0.38 0.033
H -1.338526 1.429683 1.700739 -0.26 0.89 -0.46 -0.181

=====

2.
20
Properties=species:S:1:pos:R:3:forces:R:3:lowdin_charge:R:1 method="wB97M-V/def2-TZVPD" mol_weight_g_mol=116.168 lumo_energy_ev=0.7629
C -1.118068 0.543613 -1.064956 -0.96 -1.34 -0.38 -0.097
C 1.085965 0.748468 -0.249431 -0.83 -0.78 0.63 -0.194
C 0.181113 -2.214824 0.969418 -0.04 -0.09 -0.19 -0.185
C -0.393323 -0.042591 0.089888 1.51 1.01 -0.45 -0.618
N -0.910769 0.424930 1.359924 -0.17 -0.19 -0.13 0.090
N -1.393625 -0.336675 -1.969179 0.82 0.86 0.45 0.112
N 1.073577 2.160853 0.062715 -0.07 0.17 -0.04 -0.014
N -0.239031 -1.406826 -0.142100 -0.83 0.31 -1.12 -0.138
H -1.383993 1.595980 -1.077427 0.11 0.00 -0.27 0.134
H -0.399554 -0.020648 2.112595 -0.01 0.05 0.02 0.063
H -0.769382 1.428326 1.432552 0.13 -0.05 0.05 0.060
H -0.914496 -1.382146 -1.405381 0.51 0.08 1.47 0.164
H -1.693859 -0.041894 -2.888311 -0.27 -0.06 0.09 0.100
H 1.939493 2.476631 0.481396 -0.11 0.02 -0.09 0.067
H 0.870730 2.735495 -0.745639 0.14 0.00 0.08 0.064
H 1.399105 0.483959 -1.263931 -0.04 -0.01 0.06 0.100
H 1.719934 0.221722 0.463648 0.15 0.05 -0.08 0.099
H 0.342766 -3.237560 0.626030 -0.03 0.01 0.06 0.067
H 1.139856 -1.879631 1.401689 0.02 0.00 -0.04 0.062
H -0.536440 -2.257180 1.806499 -0.03 -0.02 -0.11 0.064

=====

3.
12
Properties=species:S:1:pos:R:3:forces:R:3:lowdin_charge:R:1 method="wB97M-V/def2-TZVPD" mol_weight_g_mol=99.093 lumo_energy_ev=0.1073
C 0.938127 -0.775532 -0.202066 2.74 -5.40 2.86 -0.376
C -1.209481 -0.322617 0.032663 -3.71 1.78 2.30 -0.255
C 0.466321 1.613616 -0.186017 3.12 -0.18 1.47 -0.199
H 2.507980 -1.776154 0.074329 -0.44 3.26 -0.74 0.101
H 0.598704 -1.886846 0.234985 -0.50 3.02 -1.74 0.136
H -1.053396 -1.487920 0.817069 -0.99 3.69 -2.84 0.206
H -3.396768 0.309767 0.072607 5.22 -0.05 -0.49 0.171
H -0.383487 2.071086 -0.349608 -4.51 3.06 -0.91 0.061
N 2.196511 -0.725527 -0.148732 1.72 -2.25 -0.21 0.083
N 0.066045 0.233226 -0.297475 0.75 -1.43 0.42 -0.056
N -2.202484 0.508227 -0.165225 -2.19 -2.72 0.70 0.036
O 1.471932 2.238676 0.117467 -1.22 -2.78 -0.83 0.094

=====

4.
50
Properties=species:S:1:pos:R:3:forces:R:3:lowdin_charge:R:1 method="wB97M-V/def2-TZVPD" mol_weight_g_mol=448.438 lumo_energy_ev=-2.1142
O 1.580467 -5.325371 -2.241018 0.20 0.26 1.10 0.046
N 2.126729 -5.094344 -1.149119 0.04 -0.43 -2.25 -0.368
O 3.020456 -5.779140 -0.702864 0.17 -0.34 0.45 0.075
C 1.764964 -3.919903 -0.450853 -2.34 2.18 -0.41 -0.150
C 2.285807 -3.657542 0.819873 0.78 -0.32 1.37 0.016
C 1.895634 -2.573205 1.560850 0.90 -3.00 -1.02 -0.001
C 0.972953 -1.683748 1.026207 0.79 1.20 1.54 -0.241
C 0.340077 -1.953583 -0.195762 0.60 -0.66 -1.35 -0.114
C 0.791021 -3.027692 -0.967224 1.73 -1.69 0.16 0.111
C -0.808784 -1.277023 -0.580635 -1.40 -0.59 1.31 -0.126
C -1.188834 -1.114044 -1.972495 -1.45 0.16 -0.59 -0.159
C -2.528526 -1.375689 -2.386114 0.15 -0.05 0.81 0.000
C -2.899175 -1.285377 -3.711845 0.71 0.25 -0.19 -0.068
C -1.960643 -0.858957 -4.663424 -0.34 0.16 0.13 -0.059
C -0.672884 -0.528331 -4.249073 0.35 -0.57 -0.87 -0.072
C -0.276787 -0.697607 -2.933672 0.77 0.00 0.20 -0.030
N -1.753832 -1.063444 0.388625 2.04 0.18 -1.57 0.205
C -1.813604 -0.013228 1.150677 -1.47 -1.72 -1.22 -0.244
C -3.095451 0.167212 1.666579 -1.86 3.00 2.39 0.007
C -3.504379 1.412775 2.141651 -0.22 -2.10 -0.55 0.027
C -2.598743 2.479546 2.155632 2.97 -1.00 -1.32 -0.157
N -2.997922 3.779620 2.549576 0.00 2.28 0.87 -0.349
O -4.159997 3.928673 2.926638 0.71 -0.23 -0.34 0.062
O -2.176589 4.720336 2.523488 -0.91 -1.53 -0.14 0.044
C -1.261115 2.231254 1.756822 -1.40 1.79 1.27 0.110
C -0.819082 0.961981 1.317847 -1.16 2.16 0.18 -0.113
C 0.517562 0.695255 1.309400 2.33 -1.68 1.19 -0.106
C 1.528979 1.806908 1.259626 -0.50 -0.53 -0.21 -0.160
C 2.622071 1.792091 2.112991 0.91 -0.09 -0.05 -0.019
C 3.642773 2.723849 1.982529 -0.27 -0.29 0.94 -0.069
C 3.553343 3.725454 1.046218 0.70 0.38 -0.14 -0.092
C 2.467538 3.768135 0.222046 -1.76 0.44 -1.54 -0.074
C 1.423573 2.832263 0.312915 1.46 -0.10 0.64 -0.020
N 1.015303 -0.543116 1.656425 -0.95 3.31 -1.01 0.195
H 3.049930 -4.341669 1.218268 -0.40 0.39 -0.27 0.130
H 2.413986 -2.371802 2.466252 0.02 0.33 0.62 0.114
H 0.377670 -3.203029 -1.944911 -0.15 -0.18 -0.10 0.128
H -3.279358 -1.695445 -1.648677 0.58 0.13 -0.26 0.123
H -3.894166 -1.568734 -4.007993 -0.19 0.04 -0.07 0.104
H -2.265367 -0.774374 -5.715457 0.31 -0.07 0.51 0.114
H 0.099040 -0.308567 -4.995078 -0.43 0.24 0.29 0.114
H 0.776624 -0.525441 -2.659033 -0.63 -0.02 -0.08 0.134
H -3.801650 -0.631671 1.657679 -0.20 -0.46 -0.21 0.113
H -4.527735 1.561338 2.462313 0.10 0.04 0.00 0.120
H -0.543477 3.047370 1.953304 -0.50 -0.58 -0.38 0.136
H 2.778931 1.031278 2.860596 -0.45 -0.24 0.01 0.113
H 4.449257 2.667717 2.704696 0.14 0.10 -0.24 0.109
H 4.328535 4.469509 0.900342 0.05 -0.11 0.24 0.111
H 2.386887 4.555182 -0.557315 0.11 -0.60 0.65 0.120
H 0.617996 2.834329 -0.377503 -0.63 0.15 -0.47 0.110

=====

Energy relative to the best compared isomer or geometry (same formula, charge and spin) values (in kcal per mole) by entry order: 28.2; 69.2; 134.1; 0.0.
F_max values (in hartree/bohr) by entry order: 0.067; 0.036; 0.130; 0.083.
E values (in eV) by entry order: -33939.44254; -10300.26871; -9704.77006; -41363.59584.